# C24H38B3F16NO9P3S

3 unconnected molecules or ions with the total composition C24H38B3F16NO9P3S (ωB97M-V/def2-TZVPD, OMol25).

Computed properties:
- Kohn-Sham gap (Ha) = 0.2705
- net charge = +1

Positions of all 95 atoms, in Å:
C  -5.9238  -1.3884  0.7206
C  -5.3314  -2.0034  -0.5539
S  -3.7576  -2.8764  -0.2867
C  -2.7647  -1.5847  0.5767
C  -1.3025  -1.7810  0.3131
C  -0.8626  -1.4317  -0.9496
B  -1.8957  -0.8580  -2.0357
C  -2.3375  0.6660  -1.9591
O  -2.4505  -1.6276  -3.0059
C  0.5103  -1.5622  -1.2596
P  1.2827  -1.1567  -2.9124
C  0.5243  -2.2286  -4.2028
C  0.8678  0.6351  -3.2683
C  0.9674  1.4088  -1.9425
C  1.3440  -2.0389  -0.2680
P  3.1877  -2.2388  -0.4689
P  3.6270  -4.2113  -1.2878
O  4.0284  -5.1709  -0.2714
O  2.4569  -4.7347  -2.2483
O  4.8935  -3.9849  -2.2816
N  0.8628  -2.3878  0.9422
B  1.9086  -2.9457  1.9270
C  2.5034  -2.0911  3.1149
O  2.2248  -4.2160  1.6813
C  -0.4270  -2.2569  1.2577
C  -0.9262  -2.6327  2.6156
B  -1.3807  -4.1819  2.5829
O  -2.4666  -4.6282  3.3093
O  -0.6177  -5.0370  1.8378
H  -5.2304  -0.7397  1.2600
H  -6.7741  -0.7614  0.4277
H  -6.3392  -2.1360  1.4018
H  -6.0741  -2.6749  -0.9886
H  -5.2036  -1.1869  -1.2747
H  -3.0542  -1.6261  1.6234
H  -3.1315  -0.6239  0.1994
H  -1.8421  1.2599  -2.7290
H  -3.4205  0.6782  -2.1292
H  -2.1584  1.0889  -0.9652
H  -2.5927  -2.5380  -2.7000
H  0.8865  -3.2567  -4.1206
H  0.8994  -1.8496  -5.1592
H  -0.5674  -2.2505  -4.2034
H  1.6527  1.0153  -3.9235
H  -0.1149  0.6911  -3.7397
H  1.0253  2.4754  -2.1825
H  1.8959  1.1879  -1.4002
H  0.1429  1.2318  -1.2534
H  3.6294  -1.3363  -1.4507
H  2.8229  -5.4838  -2.7507
H  5.4114  -3.2152  -2.0039
H  1.8188  -2.1685  3.9673
H  3.4571  -2.5342  3.4124
H  2.6369  -1.0542  2.7974
H  2.7282  -4.6181  2.4021
H  -0.1973  -2.4772  3.4169
H  -1.8136  -2.0763  2.9048
H  -3.2658  -4.6820  2.7645
H  -1.1702  -5.6884  1.3815
C  -3.9977  4.4502  -5.0610
C  -4.2504  3.3448  -4.0149
C  -5.7057  2.9860  -3.6989
F  -6.3969  4.0197  -3.1994
F  -5.7279  2.0023  -2.7591
F  -3.5755  3.6442  -2.8825
F  -3.6824  2.2053  -4.5112
O  -3.7119  5.7694  -4.6054
C  -4.7300  6.6583  -4.2907
C  -4.7371  7.0341  -2.8047
F  -4.8527  5.9452  -2.0196
F  -5.7868  7.8431  -2.5466
F  -5.9206  6.1894  -4.7078
F  -4.4915  7.7811  -4.9967
H  -3.0776  4.1531  -5.5642
H  -4.7608  4.4526  -5.8397
H  -6.2140  2.6153  -4.5933
H  -3.8142  7.5549  -2.5405
C  7.4959  1.9083  5.3135
C  7.4048  0.4064  5.6548
C  6.8825  -0.5377  4.5679
F  5.6228  -0.2404  4.1928
F  6.8620  -1.8073  5.0377
F  6.6957  0.2529  6.7933
F  8.6745  -0.0013  5.9311
O  6.4453  2.7732  5.7470
C  5.2936  2.9375  4.9997
C  4.0471  2.4171  5.7247
F  4.1653  1.1172  6.0485
F  2.9649  2.5426  4.9165
F  5.4330  2.3986  3.7710
F  5.1362  4.2653  4.8184
H  8.3628  2.2679  5.8666
H  7.7391  2.0721  4.2636
H  7.5315  -0.5136  3.6881
H  3.8742  2.9872  6.6395